Here is 2 unconnected molecules or ions with the total composition C4H6BN3O3 in a non-equilibrium geometry from OMol25. Energies are from ωB97M-V with the def2-TZVPD basis set.

Structure (XYZ):
```
17
Properties=species:S:1:pos:R:3:nbo_charge:R:1
O 0.52583 0.58097 2.94898 -0.650
C 1.27232 0.81395 1.90367 0.495
N 0.95142 0.68690 0.67083 -0.615
C -0.31866 0.24673 0.36744 0.468
N -1.25937 -0.11782 1.21854 -0.546
C -2.32088 -0.50348 0.46480 -0.075
C -2.02204 -0.36434 -0.85928 -0.090
N -0.74654 0.12057 -0.91374 -0.507
H -0.36921 0.24663 2.63413 0.524
H 2.27496 1.15291 2.13537 0.173
H -3.21763 -0.86661 0.92773 0.218
H -2.59110 -0.56991 -1.74072 0.229
H -0.21106 0.29674 -1.75014 0.433
O 1.56534 -1.47700 -3.26391 -0.868
B 2.00695 -0.72473 -2.43746 1.210
O 2.46184 0.12181 -1.56750 -0.939
H 1.99783 0.35669 -0.73874 0.540
```

## Properties
Orbital gap ... 9.44 eV
SMILES string ... O/C=N\c1ncc[nH]1.O=BO
Energy relative to the best compared isomer or geometry (same formula, charge and spin) ... 39.6 kJ/mol
Spin multiplicity ... 1
HOMO energy ... -9.01 eV

Here is a molecular structure, C2HN2O in a non-equilibrium geometry from OMol25. Energies are from ωB97M-V with the def2-TZVPD basis set.

Structure (XYZ):
```
6
Properties=species:S:1:pos:R:3:nbo_charge:R:1
C -0.44801 0.09225 1.35333 0.737
C -0.11908 -0.10908 -0.74454 0.416
N 0.88464 0.23991 0.02782 0.003
N 0.77483 0.25538 1.32067 -0.181
O -1.14786 -0.37051 -0.05048 -0.285
H 0.05548 -0.10796 -1.90681 0.309
```

## Properties
Orbital gap (alpha / beta) ... 7.55 / 7.60 eV
Energy relative to the best compared isomer or geometry (same formula, charge and spin) ... 401.5 kJ/mol
Spin multiplicity ... 1
HOMO energy (alpha / beta) ... -18.22 / -18.28 eV
Total charge ... +1

Here is a gas-phase ion, C7H7F3NO3S (charge -1) in a non-equilibrium geometry from OMol25. Energies are from ωB97M-V with the def2-TZVPD basis set.

Structure (XYZ):
```
22
Properties=species:S:1:pos:R:3:nbo_charge:R:1
N -0.70698 -1.31526 -0.87501 -0.852
C -0.40787 0.08368 -0.55043 -0.096
C -1.02801 0.35464 0.86225 -0.225
S -2.82534 0.38798 0.83712 2.379
O -3.08590 -1.04540 0.67799 -1.023
O -3.24905 0.81245 2.19495 -1.017
O -3.22201 1.30540 -0.24070 -0.993
C -0.25471 0.13761 1.91387 -0.267
C 1.15118 -0.14097 1.69042 -0.195
C 1.74903 -0.09100 0.49406 -0.223
C 1.05834 0.48252 -0.65345 -0.347
C 1.81743 0.28940 -2.03505 1.000
F 3.04460 0.95233 -1.93352 -0.367
F 2.19779 -0.93979 -2.43045 -0.331
F 1.18008 0.82704 -3.08200 -0.321
H 0.09823 -1.88332 -0.59305 0.343
H -1.52949 -1.61745 -0.37249 0.413
H -1.02643 0.72452 -1.29905 0.234
H -0.52833 0.16294 2.98583 0.226
H 1.53173 -0.71721 2.48013 0.197
H 2.82511 -0.32509 0.57776 0.217
H 1.21060 1.55500 -0.64920 0.247
```

## Properties
Orbital gap ... 8.70 eV
SMILES string ... N[C@H]1C(S(=O)(=O)[O-])=CC=C[C@H]1C(F)(F)F
Energy relative to the best compared isomer or geometry (same formula, charge and spin) ... 0.0 kJ/mol
Spin multiplicity ... 1
HOMO energy ... -5.48 eV
Total charge ... -1

Here is a single C7H14NO3P molecule in a non-equilibrium geometry from OMol25. Energies are from ωB97M-V with the def2-TZVPD basis set.

Structure (XYZ):
```
26
Properties=species:S:1:pos:R:3:nbo_charge:R:1
C -3.46649 -0.38500 0.70676 -0.473
C -2.51486 0.47595 0.38482 0.333
C -0.69832 -2.62298 0.13124 0.361
C -2.73350 1.86124 -0.11683 -0.680
C 3.16583 -0.25191 1.03433 -0.596
C 2.43813 1.19081 -0.89251 -0.629
C 2.44541 -0.21915 -0.31966 -0.039
N 1.14037 -0.77563 -0.11085 -1.106
O -0.51751 0.53467 -1.91207 -1.069
O -0.75004 -1.94366 -0.90214 -0.556
O -1.18274 0.12458 0.55816 -0.814
P -0.20211 -0.18743 -0.68270 2.401
H -3.24749 -1.38078 1.05349 0.192
H -4.50287 -0.11110 0.64162 0.213
H -0.46729 -3.68229 0.05151 0.167
H -0.85645 -2.18223 1.11288 0.185
H -3.79209 2.09734 -0.15615 0.222
H -2.22345 2.57389 0.53020 0.225
H -2.29987 1.94748 -1.11247 0.259
H 3.10925 -1.25153 1.45681 0.206
H 4.21051 0.02726 0.91277 0.198
H 2.68437 0.44258 1.71806 0.200
H 2.01352 1.18717 -1.89304 0.226
H 3.44781 1.59724 -0.92959 0.208
H 1.81572 1.82511 -0.26093 0.197
H 2.98416 -0.89165 -1.00371 0.170
```

## Properties
Orbital gap ... 7.60 eV
Energy relative to the best compared isomer or geometry (same formula, charge and spin) ... 326.8 kJ/mol
Spin multiplicity ... 1
HOMO energy ... -8.60 eV

Here is a gas-phase ion, C5H10NO (charge -1) in a non-equilibrium geometry from OMol25. Energies are from ωB97M-V with the def2-TZVPD basis set.

Structure (XYZ):
```
17
Properties=species:S:1:pos:R:3:nbo_charge:R:1
C 2.06682 -1.54942 -0.22984 -0.590
C 1.07887 -0.60036 -0.19757 0.253
N 1.32765 0.76602 -0.30232 -0.862
C -0.31705 -0.93307 0.12352 -0.487
C -1.31301 0.13759 -0.36604 -0.430
C -1.59577 1.32309 0.50082 0.010
O -2.57508 1.93997 -0.11992 -0.919
H 3.04349 -1.20434 -0.46464 0.167
H 1.98279 -2.56372 0.05708 0.192
H 2.21485 0.97876 -0.77756 0.367
H 0.88587 1.45320 0.34765 0.416
H -0.50578 -1.04435 1.22540 0.210
H -0.51562 -1.86240 -0.40868 0.208
H -0.87337 0.66862 -1.26564 0.202
H -2.25845 -0.35955 -0.75531 0.210
H -1.84955 0.81417 1.55894 0.005
H -0.79668 2.03580 1.07410 0.050
```

## Properties
Orbital gap ... 6.19 eV
SMILES string ... C=C(N)CCC[O-]
Energy relative to the best compared isomer or geometry (same formula, charge and spin) ... 152.6 kJ/mol
Spin multiplicity ... 1
HOMO energy ... -2.32 eV
Total charge ... -1

Here is 3 unconnected molecules or ions with the total composition C22H25N3O8S in a non-equilibrium geometry from OMol25. Energies are from ωB97M-V with the def2-TZVPD basis set.

Structure (XYZ):
```
59
Properties=species:S:1:pos:R:3:nbo_charge:R:1
C 8.49926 -0.46873 1.31303 -0.236
C 7.62863 -0.00368 0.62816 -0.024
C 6.44488 0.47986 -0.22759 -0.473
C 6.32990 2.04794 -0.37555 -0.143
C 5.50544 2.44206 -1.67324 -0.399
C 4.17697 1.61203 -1.89887 -0.418
C 2.97775 2.06649 -0.93840 -0.674
S 2.63076 0.85979 0.38385 2.285
O 3.56550 0.89949 1.50744 -0.930
O 2.60855 -0.50008 -0.14516 -0.909
O 1.14213 1.28386 1.00081 -0.889
C 7.79858 2.67360 -0.62161 -0.417
C 8.20804 3.37382 0.76430 -0.232
N 7.10187 3.05983 1.74053 -0.625
C 5.93639 2.92848 0.87272 0.714
O 4.90270 3.49643 1.16505 -0.594
H 9.18508 -1.07200 1.94654 0.251
H 6.60581 0.07043 -1.27325 0.236
H 5.45128 0.04746 0.10014 0.271
H 6.14954 2.46823 -2.60336 0.229
H 5.17603 3.51777 -1.51189 0.218
H 4.30931 0.49898 -1.89406 0.243
H 3.81927 1.87785 -2.94146 0.228
H 2.04525 2.10591 -1.58227 0.257
H 3.14888 3.11727 -0.58340 0.282
H 1.29353 1.91672 1.73883 0.519
H 7.68950 3.57246 -1.29435 0.216
H 8.62059 1.97106 -0.90731 0.244
H 8.31552 4.49278 0.71130 0.185
H 9.14363 2.98003 1.26768 0.208
H 6.82344 3.89677 2.27403 0.382
O -3.44089 -1.45693 -1.65313 -0.362
N -3.91426 -1.81782 -0.59179 0.524
O -5.00828 -2.34964 -0.46844 -0.407
C -3.12199 -1.59572 0.62179 0.078
C -1.88985 -0.96085 0.52700 -0.208
C -1.15315 -0.73080 1.68051 -0.204
C -1.64768 -1.13856 2.91430 -0.178
C -2.87706 -1.78246 2.99874 -0.211
C -3.62040 -2.01318 1.84965 -0.211
H -1.49569 -0.63947 -0.42897 0.248
H -0.19405 -0.23093 1.61901 0.243
H -1.07240 -0.95270 3.81484 0.219
H -3.25717 -2.10114 3.96217 0.223
H -4.57811 -2.51264 1.92648 0.246
O -10.53019 -5.63405 -1.50682 -0.376
N -11.05779 -4.53514 -1.53193 0.515
O -12.23834 -4.34113 -1.76852 -0.379
C -10.21342 -3.36561 -1.26347 0.081
C -8.85587 -3.54191 -1.02588 -0.209
C -8.05512 -2.43076 -0.79554 -0.219
C -8.61501 -1.15861 -0.79999 -0.169
C -9.97627 -0.99232 -1.02855 -0.218
C -10.78178 -2.09841 -1.26221 -0.214
H -8.41073 -4.52886 -1.02058 0.247
H -6.99303 -2.55507 -0.61541 0.252
H -7.98665 -0.29177 -0.62542 0.216
H -10.40861 0.00144 -1.02818 0.219
H -11.84020 -1.95788 -1.44226 0.246
```

## Properties
Orbital gap ... 9.13 eV
SMILES string ... C#CC[C@]1(CCCS(=O)(=O)O)CCNC1=O.O=[N+]([O-])c1ccccc1.O=[N+]([O-])c1ccccc1
Energy relative to the best compared isomer or geometry (same formula, charge and spin) ... 847.8 kJ/mol
Spin multiplicity ... 1
HOMO energy ... -9.78 eV